Entry 1:
ORCA calculation (ωB97M-V/def2-TZVPD) on a structure of composition C15H18ClN4O4Pd.

Computed properties:
E_HOMO (spin up / spin down) (Ha): -0.467 / -0.465
Energy (a.u.): -1690.247770
Frontier orbital gap (spin up / spin down) (eV): 7.57 / 7.47
Spin multiplicity: 1
Net charge: +1

Each line ends with the natural charge from an NBO analysis.
CARTESIAN COORDINATES (ANGSTROEM)
1 Pd -1.338 0.452 -0.502  1.058
2 N -1.121 0.242 1.747  -0.832
3 C 0.107 0.861 2.275  -0.228
4 C 0.411 2.132 1.491  -0.422
5 C -0.722 3.184 1.498  -0.433
6 C -1.482 3.369 0.184  -0.225
7 N -2.343 2.215 -0.213  -0.778
8 H -1.937 0.670 2.174  0.387
9 H -1.192 -0.749 1.958  0.407
10 H 0.925 0.146 2.190  0.217
11 H -0.019 1.091 3.337  0.206
12 H 0.654 1.860 0.451  0.198
13 H 1.328 2.567 1.893  0.244
14 H -0.297 4.161 1.728  0.250
15 H -1.430 2.993 2.311  0.206
16 H -0.780 3.533 -0.636  0.210
17 H -2.122 4.253 0.247  0.221
18 H -2.813 2.449 -1.087  0.412
19 H -3.100 2.097 0.459  0.403
20 O -2.220 -5.253 -1.026  -0.656
21 C -0.928 -4.983 -1.038  0.778
22 O -0.080 -5.829 -1.094  -0.551
23 C -0.537 -3.538 -0.975  -0.247
24 C 0.776 -3.065 -1.001  0.191
25 Cl 2.241 -3.878 -1.184  0.161
26 N 0.743 -1.713 -0.926  -0.200
27 N -0.535 -1.311 -0.840  -0.301
28 C -1.318 -2.381 -0.870  0.078
29 C -2.806 -2.091 -0.765  0.771
30 O -3.602 -3.013 -0.780  -0.605
31 O -3.084 -0.838 -0.637  -0.737
32 C 1.770 -0.724 -0.897  0.178
33 C 2.760 -0.769 0.071  -0.240
34 C 3.696 0.253 0.106  -0.176
35 C 3.634 1.300 -0.804  -0.191
36 C 2.641 1.326 -1.774  -0.196
37 C 1.702 0.305 -1.832  -0.260
38 H -2.802 -4.451 -0.969  0.511
39 H 2.800 -1.582 0.782  0.242
40 H 4.480 0.227 0.850  0.236
41 H 4.372 2.088 -0.768  0.237
42 H 2.610 2.122 -2.505  0.235
43 H 0.959 0.270 -2.627  0.238



Entry 2:
ORCA calculation (ωB97M-V/def2-TZVPD) on a cluster of 4 separate species, C28H45Cl3N7O3S3 in total.

Computed properties:
E_HOMO (Ha): -0.380
Energy (a.u.): -4277.415276
Frontier orbital gap (eV): 6.08
Energy above the lowest of the compared OMol25 structures with the same formula, charge and spin (kJ/mol): 0.0
Spin multiplicity: 1
Net charge: +1

Each line ends with the Löwdin charge.
CARTESIAN COORDINATES (ANGSTROEM)
1 C -1.130 -3.634 -3.415  0.090
2 C -1.264 -2.438 -3.194  -0.118
3 C -1.421 -0.981 -2.624  -0.136
4 C -0.435 -0.652 -1.399  -0.576
5 Cl -1.538 -0.793 0.050  0.737
6 N 0.428 -1.938 -1.277  -0.305
7 S -0.206 -2.805 0.124  0.759
8 C 1.745 -1.590 -0.818  -0.410
9 N 2.724 -2.416 -0.563  0.125
10 C 4.063 -1.962 -0.136  -0.107
11 C 4.644 -2.921 1.008  -0.696
12 O 4.618 -4.117 0.945  0.064
13 Cl 5.365 -2.191 2.525  0.628
14 N 1.761 -0.103 -0.761  -0.318
15 Cl 1.739 0.134 0.982  0.811
16 C 0.603 0.539 -1.503  -0.413
17 C 1.025 0.904 -3.020  -0.191
18 C 1.641 -0.314 -3.822  -0.225
19 C 3.214 -0.502 -3.669  -0.534
20 S 4.212 1.041 -3.887  0.686
21 S 0.168 2.215 -0.832  0.672
22 C 1.720 3.183 -0.513  -0.121
23 O -0.637 2.210 0.402  -0.371
24 O -0.588 2.991 -1.855  -0.340
25 H -0.785 -4.676 -3.605  0.060
26 H -2.479 -0.948 -2.201  0.076
27 H -1.406 -0.224 -3.461  0.123
28 H 0.685 -2.510 1.142  -0.135
29 H 2.551 -3.429 -0.677  0.189
30 H 4.131 -0.875 0.146  0.107
31 H 4.782 -2.102 -1.014  0.155
32 H 1.688 1.813 -2.947  0.075
33 H 0.104 1.239 -3.598  0.090
34 H 1.153 -1.315 -3.630  0.102
35 H 1.458 -0.090 -4.925  0.105
36 H 3.534 -1.210 -4.505  0.088
37 H 3.547 -0.988 -2.708  0.031
38 H 4.689 1.289 -2.601  -0.135
39 H 1.893 3.268 0.595  0.077
40 H 2.555 2.655 -1.064  0.058
41 H 1.601 4.195 -1.020  0.095
42 C 2.199 -2.288 6.261  -0.093
43 C 2.167 -1.229 5.166  -0.253
44 C 1.036 -1.441 4.157  -0.180
45 C 1.216 -2.661 3.367  -0.228
46 N 1.350 -3.625 2.749  0.161
47 H 2.405 -3.281 5.852  0.077
48 H 2.985 -2.057 6.983  0.082
49 H 1.248 -2.326 6.798  0.065
50 H 3.134 -1.211 4.652  0.089
51 H 2.037 -0.249 5.633  0.117
52 H 1.000 -0.584 3.479  0.073
53 H 0.073 -1.473 4.675  0.125
54 C -3.922 -3.096 7.242  -0.108
55 C -2.690 -3.734 6.612  -0.271
56 C -1.794 -4.445 7.628  -0.194
57 C -1.178 -3.513 8.576  -0.240
58 N -0.694 -2.782 9.320  0.148
59 H -3.648 -2.302 7.941  0.075
60 H -4.554 -2.654 6.468  0.073
61 H -4.516 -3.838 7.780  0.079
62 H -2.120 -2.967 6.077  0.097
63 H -3.018 -4.464 5.867  0.109
64 H -1.003 -4.977 7.093  0.116
65 H -2.370 -5.199 8.171  0.123
66 C -0.915 5.593 -5.569  -0.103
67 C 0.506 5.571 -5.018  -0.259
68 C 1.446 4.660 -5.811  -0.175
69 C 1.076 3.249 -5.697  -0.177
70 N 0.786 2.140 -5.610  0.184
71 H -1.388 4.611 -5.494  0.072
72 H -1.526 6.300 -5.005  0.076
73 H -0.924 5.900 -6.618  0.080
74 H 0.480 5.266 -3.967  0.102
75 H 0.905 6.589 -5.044  0.112
76 H 2.465 4.788 -5.435  0.120
77 H 1.458 4.958 -6.862  0.127
78 C -4.477 2.690 -2.923  -0.103
79 C -5.387 2.497 -1.715  -0.255
80 C -4.622 2.149 -0.437  -0.167
81 C -3.975 0.839 -0.518  -0.153
82 N -3.450 -0.189 -0.581  -0.089
83 H -3.954 1.765 -3.182  0.066
84 H -5.065 2.993 -3.791  0.076
85 H -3.730 3.465 -2.732  0.074
86 H -6.124 1.721 -1.938  0.115
87 H -5.942 3.424 -1.546  0.112
88 H -5.319 2.145 0.405  0.125
89 H -3.875 2.920 -0.225  0.123



Entry 3:
ORCA calculation (ωB97M-V/def2-TZVPD) on the molecule C7H11NO2.

Computed properties:
E_HOMO (Ha): -0.352
Energy (a.u.): -478.472915
Frontier orbital gap (eV): 10.14
Energy above the lowest of the compared OMol25 structures with the same formula, charge and spin (kJ/mol): 325.2
Spin multiplicity: 1

Each line ends with the natural charge from an NBO analysis.
CARTESIAN COORDINATES (ANGSTROEM)
1 C 0.221 2.019 2.737  -0.403
2 C -0.138 1.600 1.577  0.031
3 C -1.237 1.034 0.759  -0.473
4 C 0.237 1.138 0.258  -0.294
5 C 0.995 -0.078 0.047  -0.384
6 C 0.672 -0.807 -1.281  -0.164
7 N 1.431 -2.048 -1.222  -0.815
8 C -0.828 -0.940 -1.566  0.783
9 O -1.429 -0.092 -2.224  -0.595
10 O -1.427 -1.912 -0.838  -0.706
11 H -0.640 2.137 3.406  0.207
12 H 1.171 2.526 2.869  0.213
13 H -1.912 1.614 0.020  0.247
14 H -1.674 0.043 1.068  0.222
15 H 0.390 1.792 -0.574  0.231
16 H 2.129 0.048 -0.033  0.230
17 H 1.070 -0.893 0.934  0.221
18 H 1.090 -0.114 -2.060  0.215
19 H 0.761 -2.763 -0.813  0.364
20 H 1.561 -2.435 -2.153  0.358
21 H -2.441 -1.869 -0.910  0.510



Entry 4:
ORCA calculation (ωB97M-V/def2-TZVPD) on a cluster of 2 separate species, C6H5N2 in total.

Computed properties:
E_HOMO (spin up / spin down) (Ha): -0.559 / -0.557
Energy (a.u.): -340.470181
Frontier orbital gap (spin up / spin down) (eV): 5.91 / 5.86
Energy above the lowest of the compared OMol25 structures with the same formula, charge and spin (kJ/mol): 942.9
Spin multiplicity: 1
Net charge: +1

Each line ends with the natural charge from an NBO analysis.
CARTESIAN COORDINATES (ANGSTROEM)
1 C -1.460 -0.681 -1.494  0.704
2 C 1.699 1.780 1.743  0.209
3 C -0.580 -1.681 -0.874  -0.501
4 C 0.388 -0.580 -0.173  -0.251
5 C -0.300 0.859 -0.448  -0.162
6 C -0.191 0.256 0.791  0.095
7 N 2.412 2.430 2.347  -0.354
8 N -1.466 0.516 -1.178  -0.263
9 H -0.799 0.366 1.636  0.260
10 H -1.307 -2.134 -0.113  0.312
11 H 0.078 -2.356 -1.436  0.319
12 H 1.455 -0.642 -0.243  0.318
13 H 0.072 1.869 -0.558  0.316